<a>
14
Properties=species:S:1:pos:R:3:nbo_charge:R:1 method="wB97M-V/def2-TZVPD" gap_ev=9.41 smiles="O=[SiH2].C=C(C)O" homo_energy_ev=-9.35
Si -0.3492 2.2873 0.7323 1.57
O -2.2105 -0.5850 -0.0111 -0.66
O 1.0462 1.9427 1.2757 -1.17
C -0.1057 0.0124 -0.8367 -0.59
C -0.3194 -1.1410 1.2988 -0.69
C -0.8774 -0.5504 0.0627 0.38
H -0.6064 2.8316 -0.6140 -0.24
H -0.4683 -2.2210 1.0906 0.23
H -1.7109 1.9210 1.2204 -0.23
H 0.9166 -0.0848 -0.7417 0.24
H -0.5627 0.2070 -1.7512 0.20
H -2.4485 -0.1194 -0.7816 0.47
H 0.7672 -0.9651 1.2193 0.25
H -0.8554 -1.0438 2.2597 0.25


<b>
14
Properties=species:S:1:pos:R:3:nbo_charge:R:1 method="wB97M-V/def2-TZVPD" gap_ev=9.47 smiles="O=[SiH]CO.C=C" homo_energy_ev=-9.86
Si 1.2186 1.1911 -0.2311 1.75
O 1.5401 1.0214 1.2270 -1.14
O 1.4433 -0.7240 -2.0864 -0.69
C -2.8059 -1.0416 1.4687 -0.39
C -1.7412 -0.1326 1.6190 -0.40
C 2.2749 0.3863 -1.5953 -0.59
H -2.0131 0.9156 1.5400 0.19
H 3.2775 0.0425 -1.3842 0.21
H 1.4047 -1.2049 -1.2544 0.46
H 0.0931 1.6006 -1.1085 -0.21
H -0.7048 -0.3418 1.4406 0.20
H -3.8425 -0.5692 1.5035 0.20
H 2.5310 1.0106 -2.5122 0.22
H -2.6758 -2.1540 1.3734 0.20


It is <b> that is the least stable of them.


<a>
21
Properties=species:S:1:pos:R:3:nbo_charge:R:1 method="wB97M-V/def2-TZVPD" gap_ev="2.49 / 8.54" charge=-1 multiplicity=2 homo_energy_ev="0.72 / -5.42"
S -0.9392 -0.6102 -1.6608 0.02
O 0.9244 1.0088 2.5563 -1.34
O -0.7347 -5.2662 0.6943 -1.00
C -0.1529 -2.0298 -0.5827 -0.78
C -0.8127 0.9858 -0.6655 -0.55
C 0.3148 3.2191 -0.8957 -0.61
C 0.4991 1.6910 -1.2938 -0.43
H 1.3941 3.7690 -1.0759 0.18
H -0.6213 0.6802 0.4247 0.25
H 0.0649 -2.9906 -1.1394 0.22
H 1.4701 0.9038 3.3283 0.36
H 1.4951 1.4137 -0.8512 0.24
H -0.4797 3.6961 -1.4053 0.19
H -0.8270 -2.2386 0.1771 0.19
H -1.9417 1.5121 -0.5750 0.23
H 0.1508 0.8474 3.0943 0.34
H -0.0999 3.3680 0.0318 0.21
H 0.1021 -4.8380 0.7854 0.44
H -1.0072 -4.9862 1.6099 0.42
H 0.2192 1.5377 -2.3673 0.21
H 0.9818 -1.6733 -0.1894 0.21


<b>
21
Properties=species:S:1:pos:R:3:nbo_charge:R:1 method="wB97M-V/def2-TZVPD" gap_ev="2.07 / 9.12" charge=-1 multiplicity=2 homo_energy_ev="0.79 / -6.33"
S -0.9958 0.4774 3.3763 -0.10
O 1.0755 -1.6785 -3.5695 -1.04
O 3.0653 -0.4255 -0.2318 -1.34
C -1.6951 0.6342 0.1817 -0.42
C -0.0094 -0.0831 1.9568 -0.59
C -0.7866 -0.4771 0.6409 -0.47
C -1.0778 1.5763 -0.8725 -0.62
H -0.4154 2.2989 -0.4009 0.20
H 0.9514 -1.1637 -2.7544 0.46
H 4.0216 -0.4428 -0.3176 0.38
H -2.6564 0.3012 -0.2100 0.19
H -1.3621 -0.7397 3.8498 0.11
H -2.0627 1.1587 1.0794 0.20
H 0.6519 0.7552 1.7034 0.22
H -0.0420 -0.5768 -0.1541 0.21
H -1.8126 2.1153 -1.4652 0.20
H 2.7877 -1.3473 -0.0576 0.33
H 0.7668 -0.8328 2.1286 0.22
H -0.4048 0.9739 -1.4884 0.20
H 1.1675 -1.0761 -4.3368 0.44
H -1.1671 -1.4478 0.9421 0.20


<c>
21
Properties=species:S:1:pos:R:3:nbo_charge:R:1 method="wB97M-V/def2-TZVPD" gap_ev="1.98 / 9.64" charge=-1 multiplicity=2 homo_energy_ev="0.97 / -6.59"
S 0.8645 -0.1880 -3.7875 -0.19
O 0.6388 -2.1670 3.9647 -1.02
O -0.0088 -4.5436 2.0340 -1.39
C 0.0245 2.5888 0.6413 -0.62
C 0.0943 1.0626 -1.3705 -0.47
C -0.4643 0.5385 -2.7274 -0.50
C -0.6275 2.2705 -0.7228 -0.39
H -1.2445 -0.2033 -2.7041 0.22
H -0.5394 3.1837 -1.2989 0.18
H 1.1709 1.2251 -1.4332 0.21
H -0.4433 3.4752 1.0677 0.20
H -0.0531 0.2379 -0.6601 0.20
H 0.1934 -2.9998 3.7492 0.49
H -0.0878 -1.5531 4.1371 0.43
H -0.1280 1.6810 1.2720 0.21
H 1.0210 2.8802 0.3636 0.20
H 1.2225 -1.0644 -2.8309 0.11
H -0.0724 -5.5096 2.2251 0.35
H -0.8274 1.4459 -3.2767 0.20
H -1.6664 1.9582 -0.5876 0.19
H 0.9330 -4.3187 1.9449 0.37


It is <a> that is the least stable of them.


<a>
10
Properties=species:S:1:pos:R:3:nbo_charge:R:1 method="wB97M-V/def2-TZVPD" gap_ev="8.80 / 8.81" homo_energy_ev="-8.65 / -8.65"
O 1.1793 0.9205 -1.9810 -0.36
O -0.8150 1.4603 -1.4189 -0.40
N 0.1135 0.7398 -1.5163 0.50
N 0.3966 0.0413 1.6447 -0.64
N -0.5150 -0.5467 0.7798 -0.21
N -0.0654 -0.8671 -0.3788 -0.37
H -0.6061 -1.2325 -1.1376 0.38
H 1.0678 0.4106 1.0309 0.37
H -1.4326 -0.1613 0.7609 0.36
H 0.6769 -0.7650 2.2163 0.37


<b>
10
Properties=species:S:1:pos:R:3:nbo_charge:R:1 method="wB97M-V/def2-TZVPD" gap_ev="9.28 / 9.27" homo_energy_ev="-8.86 / -8.86"
O 2.6641 0.1316 -0.1409 -0.94
O -1.3023 -1.6772 -0.4430 -0.50
N -2.4943 1.2977 0.1006 -0.32
N -1.6146 0.6734 0.6719 0.03
N -0.3659 -0.8531 -0.2975 0.14
N -0.5476 0.3149 0.1401 -0.08
H -3.2135 1.5491 0.7515 0.33
H 3.1003 0.1374 -0.9828 0.47
H 3.2672 -0.2665 0.4707 0.47
H 0.5066 -1.3073 -0.2706 0.40


It is <a> that is the least stable of them.


<a>
16
Properties=species:S:1:pos:R:3:nbo_charge:R:1 method="wB97M-V/def2-TZVPD" gap_ev="3.21 / 8.16" charge=-1 multiplicity=2 homo_energy_ev="0.38 / -4.55"
S -0.8484 1.2272 1.6009 -0.64
S -0.9382 1.2588 -0.4753 -0.31
O 0.7462 -2.3634 -1.5346 -0.73
C 1.0904 -2.5531 -0.1592 -0.06
C 1.1709 -1.2338 0.6213 -0.65
C -1.9338 2.8823 -0.5811 -0.73
H -1.3515 3.7344 -0.9115 0.19
H 0.2682 1.9522 1.8961 0.09
H 1.9370 -3.2309 -0.1455 0.14
H -2.5087 3.0615 0.3498 0.21
H 2.1243 -0.6675 0.4602 0.20
H -2.6050 2.7801 -1.4746 0.20
H 1.0710 -1.4038 1.6832 0.22
H 1.2224 -1.5776 -1.8514 0.46
H 0.2908 -3.1543 0.2439 0.16
H 0.2644 -0.7122 0.2780 0.25


<b>
16
Properties=species:S:1:pos:R:3:nbo_charge:R:1 method="wB97M-V/def2-TZVPD" gap_ev="2.49 / 6.85" charge=-1 multiplicity=2 homo_energy_ev="0.85 / -3.57"
S 0.1112 0.7476 0.9109 -0.36
S -1.6977 0.6095 0.0261 -0.32
O -3.8956 -4.1046 0.3587 -0.94
C 2.4991 1.2428 -0.4850 -0.42
C 1.2078 0.4357 -0.6350 -0.62
C 3.7175 0.5534 -0.8598 -0.60
H 1.3726 -0.6439 -0.8248 0.19
H 2.5135 2.1369 -0.9994 0.19
H -3.0846 -4.4923 0.7535 0.45
H -1.0188 0.2528 -0.9914 0.01
H -3.5604 -3.3703 0.0201 0.46
H 4.0927 -0.2244 -0.1592 0.20
H 2.7258 1.6006 0.5835 0.19
H 3.7610 0.1932 -1.9360 0.18
H 0.7845 0.8729 -1.5814 0.19
H 4.4158 1.4064 -0.8466 0.19


<c>
16
Properties=species:S:1:pos:R:3:nbo_charge:R:1 method="wB97M-V/def2-TZVPD" gap_ev="2.48 / 7.99" charge=-1 multiplicity=2 homo_energy_ev="0.59 / -4.93"
S -0.2608 -0.1088 -0.0831 -0.22
S 0.2241 -2.0845 -0.1073 -0.68
O -5.0383 -0.6913 2.0437 -0.93
C 2.7483 2.7009 -0.8963 -0.61
C 0.9309 0.8726 -1.0602 -0.54
C 2.0434 1.4784 -0.2132 -0.42
H -5.5165 -0.0955 1.4496 0.46
H 0.3127 1.5334 -1.6569 0.20
H 2.8210 0.7119 -0.1551 0.20
H 2.7216 3.5920 -0.2828 0.20
H 2.0871 3.0112 -1.7126 0.20
H -4.4457 -1.0875 1.3870 0.47
H 1.1198 -2.2059 0.9190 0.06
H 3.7465 2.4666 -1.2524 0.20
H 1.8126 1.7527 0.8033 0.21
H 1.3994 0.2400 -1.7529 0.21


It is <b> that is the least stable of them.


<a>
11
Properties=species:S:1:pos:R:3:nbo_charge:R:1 method="wB97M-V/def2-TZVPD" gap_ev="6.45 / 6.46" homo_energy_ev="-8.00 / -8.01"
I 0.7445 2.4845 0.9014 0.11
N -0.9237 -0.8751 -1.8285 -0.67
C -0.7356 -0.5935 0.9234 -0.78
C 0.1017 -0.2162 -0.1858 0.41
C 1.1809 0.7179 -0.2404 -0.65
H -0.3943 -0.3478 1.9099 0.22
H -0.7526 -1.8052 1.1177 0.28
H -1.7415 -0.4724 0.7358 0.29
H 1.9478 0.2373 0.2679 0.26
H 1.4267 0.9111 -1.2188 0.25
H -0.8539 -0.0405 -2.3826 0.28


<b>
11
Properties=species:S:1:pos:R:3:nbo_charge:R:1 method="wB97M-V/def2-TZVPD" gap_ev="8.12 / 7.85" homo_energy_ev="-7.43 / -7.30"
I -1.8796 -0.8956 -2.2798 0.13
N 1.8300 -1.9667 -0.0886 -0.62
C 1.2301 -1.0847 0.4758 0.13
C -1.1078 1.2182 -0.2711 -0.73
C -1.4663 -0.1466 -0.3699 -0.30
H -1.7893 1.5758 0.4383 0.23
H 1.0984 -0.4596 1.3274 0.17
H 2.7941 -2.2318 0.0873 0.36
H -1.5376 -0.8411 0.4872 0.20
H -1.1773 1.5705 -1.3633 0.23
H -0.1011 1.3757 0.0559 0.21


It is <a> that is the least stable of them.


<a>
8
Properties=species:S:1:pos:R:3:nbo_charge:R:1 method="wB97M-V/def2-TZVPD" gap_ev="7.07 / 8.36" homo_energy_ev="-8.78 / -8.79"
S 2.8955 1.3948 -1.4566 -0.12
S 2.4634 0.1195 -0.0467 0.25
N 0.0590 2.2886 -0.5698 -0.18
C -0.0800 1.2860 0.0923 -0.06
C 0.6112 -0.1411 -0.0151 -0.61
H 0.3809 -0.5888 0.9667 0.24
H 0.1742 -0.5790 -0.9826 0.27
H -0.9955 1.3485 0.6627 0.21


<b>
8
Properties=species:S:1:pos:R:3:nbo_charge:R:1 method="wB97M-V/def2-TZVPD" gap_ev=7.91 smiles="S=CNC=S" homo_energy_ev=-8.89
S -0.9761 -2.4893 -0.2659 0.00
S -0.2440 2.1795 -0.7826 -0.05
N 0.3312 -0.2519 0.2911 -0.60
C 0.5077 1.1299 0.2461 -0.07
C -0.7016 -0.9095 -0.3397 -0.11
H 1.1023 -0.7813 0.8038 0.42
H -1.3606 -0.2163 -0.8440 0.22
H 1.3412 1.3389 0.8912 0.19


<c>
8
Properties=species:S:1:pos:R:3:nbo_charge:R:1 method="wB97M-V/def2-TZVPD" gap_ev=8.10 homo_energy_ev=-8.99
S 1.4654 1.7105 0.6946 0.07
S 1.6325 -0.9074 -0.7167 0.13
N -1.9627 0.1358 0.2041 -0.57
C 0.7883 0.3460 0.1075 -0.39
C -0.7578 0.1735 -0.2935 0.10
H -2.1352 0.2977 1.1452 0.36
H 2.7843 -0.7925 -0.2134 0.13
H -0.5417 -0.0082 -1.3639 0.16


It is <a> that is the least stable of them.


<a>
8
Properties=species:S:1:pos:R:3:nbo_charge:R:1 method="wB97M-V/def2-TZVPD" gap_ev=8.87 smiles="C1=NSCS1" homo_energy_ev=-8.29
S -1.4976 -0.2548 -0.0533 0.39
S 1.5346 -0.1555 -0.0567 0.27
N -0.7964 1.2793 0.0495 -0.55
C 0.1171 -1.3352 0.0992 -0.67
C 0.5141 1.2426 0.0495 -0.11
H 0.0697 -2.1020 -0.6709 0.23
H 0.0847 -1.9017 1.0744 0.22
H 1.0406 2.1689 0.1183 0.21


<b>
8
Properties=species:S:1:pos:R:3:nbo_charge:R:1 method="wB97M-V/def2-TZVPD" gap_ev=7.91 smiles="S=CNC=S" homo_energy_ev=-9.00
S 0.4676 2.6140 -0.9965 -0.12
S -0.8298 -2.6197 0.1508 0.02
N -0.4843 0.1226 -0.2642 -0.61
C 0.4718 1.0980 -0.1545 -0.05
C -0.1468 -1.1421 0.4147 -0.10
H 1.2320 0.9731 0.6966 0.21
H -1.0955 0.0652 -1.1361 0.44
H 0.3849 -1.1111 1.2893 0.19


It is <b> that is the least stable of them.


<a>
10
Properties=species:S:1:pos:R:3:nbo_charge:R:1 method="wB97M-V/def2-TZVPD" gap_ev=8.78 homo_energy_ev=-9.07
S -3.9508 2.0630 -0.1603 -0.52
S -1.3752 2.3064 1.8461 -0.51
Si 2.4823 -2.0736 -0.8853 1.27
Si -2.3206 0.8695 0.5043 0.71
F 0.9192 -1.7362 -0.4633 -0.66
H 3.1656 -0.7852 -0.7085 -0.20
H 3.1745 -2.9996 -0.0718 -0.22
H -3.9422 3.3855 0.0318 0.16
H -0.2053 1.7282 2.1482 0.15
H 2.0524 -2.7581 -2.2413 -0.18


<b>
10
Properties=species:S:1:pos:R:3:nbo_charge:R:1 method="wB97M-V/def2-TZVPD" gap_ev=8.81 homo_energy_ev=-8.89
S -1.0035 1.6911 -0.4494 -0.51
S -2.1354 -0.4617 -2.6655 -0.51
Si 1.8783 -0.2107 1.6314 1.29
Si -1.9058 -0.2905 -0.4863 0.72
F 0.5039 -0.8628 1.0724 -0.66
H -1.0535 1.9553 -1.7500 0.15
H 1.5931 1.2099 1.7156 -0.20
H -2.8296 -1.5929 -2.6253 0.15
H 2.8831 -0.5687 0.6429 -0.21
H 2.0696 -0.8690 2.9142 -0.21


It is <a> that is the least stable of them.


<a>
12
Properties=species:S:1:pos:R:3:nbo_charge:R:1 method="wB97M-V/def2-TZVPD" gap_ev=4.01 homo_energy_ev=-9.25
S 1.6202 -1.0036 0.0502 0.41
O -0.6961 -0.0882 1.9073 -0.99
O -1.8089 0.7120 -0.2677 -0.87
C 1.3108 0.7643 -0.2651 -0.82
H 2.0450 1.5211 0.1617 0.30
H 0.1024 -0.5307 1.5910 0.44
H 1.4545 0.7250 -1.3189 0.23
H -0.0492 -2.5604 -1.2013 -0.01
H -2.6869 1.0361 -0.3056 0.44
H -1.2694 0.2636 1.1280 0.50
H -0.3928 -1.9632 -1.5421 0.04
H 0.3704 1.1240 0.0625 0.32


<b>
12
Properties=species:S:1:pos:R:3:nbo_charge:R:1 method="wB97M-V/def2-TZVPD" gap_ev=9.90 smiles=CS.O.O homo_energy_ev=-9.30
S 0.4526 -0.2156 0.7806 -0.06
O -1.7403 -0.3622 -2.2825 -0.93
O 1.1792 0.9221 -2.6783 -0.94
C 0.2308 -0.7554 2.5700 -0.76
H 0.2949 0.5316 -2.8616 0.48
H -1.3715 0.3991 -1.7689 0.46
H 1.0769 -0.4790 3.2091 0.22
H -0.4408 0.0291 3.0144 0.22
H -2.1695 -0.7715 -1.5244 0.47
H 0.9912 1.8993 -2.5122 0.47
H 0.0035 -1.8054 2.9703 0.24
H 1.4931 0.6079 1.0834 0.14


It is <a> that is the least stable of them.


<a>
13
Properties=species:S:1:pos:R:3:nbo_charge:R:1 method="wB97M-V/def2-TZVPD" gap_ev=6.53 charge=-1 homo_energy_ev=-2.44
S 0.7223 0.7162 -1.0609 -0.73
O -0.9885 -2.0594 0.2976 -0.76
N -0.4618 -0.3155 1.8779 -0.94
C -1.1714 -1.5472 1.6132 0.10
C 1.0916 2.3328 -1.7034 -0.76
H 2.1875 2.3735 -1.7608 0.19
H 0.3677 -0.4863 2.4626 0.36
H 0.8258 2.2597 -2.7880 0.17
H -0.3960 -1.3262 0.0340 0.50
H -0.3406 0.4927 1.2032 0.44
H -2.2921 -1.5703 1.7964 0.12
H -0.7947 -2.4072 2.3001 0.12
H 0.5041 3.1754 -1.2579 0.18


<b>
13
Properties=species:S:1:pos:R:3:nbo_charge:R:1 method="wB97M-V/def2-TZVPD" gap_ev=6.69 charge=-1 homo_energy_ev=-2.50
S -1.6959 -0.7078 0.1225 -0.74
O 0.3405 1.7965 -0.6195 -0.78
N 1.9301 0.7228 0.7685 -0.86
C 1.5125 1.0409 -0.5838 0.09
C -0.4133 -2.0084 0.2161 -0.74
H 0.2986 -1.7314 0.9990 0.16
H -0.4090 1.2617 -0.9263 0.51
H 1.3871 0.0959 -1.1256 0.16
H 1.8972 1.6003 1.2791 0.34
H 0.1281 -2.2058 -0.7071 0.17
H 1.1986 0.1656 1.1944 0.37
H 2.3266 1.6077 -1.0560 0.13
H -0.8411 -2.9329 0.5499 0.18


<c>
13
Properties=species:S:1:pos:R:3:nbo_charge:R:1 method="wB97M-V/def2-TZVPD" gap_ev=7.06 charge=-1 homo_energy_ev=-2.81
S 1.2748 -0.3120 -0.2367 -0.74
O 3.4189 2.2384 0.7737 -0.99
N -1.7449 -1.0849 -1.3365 -0.86
C -0.3812 -0.0558 0.4797 -0.54
C -1.4337 -1.1087 0.1126 -0.23
H -0.7543 0.9409 0.2280 0.17
H -2.3499 -0.9945 0.6971 0.16
H -0.2628 -0.0858 1.5745 0.18
H -0.9956 -2.0875 0.3175 0.18
H -0.8103 -1.1536 -1.7555 0.37
H -2.0668 -0.1717 -1.6116 0.33
H 3.1698 2.4904 -0.1185 0.46
H 2.9361 1.3848 0.8755 0.51


It is <a> that is the least stable of them.


<a>
9
Properties=species:S:1:pos:R:3:nbo_charge:R:1 method="wB97M-V/def2-TZVPD" gap_ev=11.27 smiles="O/N=C/CCl" homo_energy_ev=-10.25
Cl 0.7233 2.5498 -0.4456 -0.04
O -1.6582 -1.4497 0.2946 -0.56
N -0.5873 -0.8194 -0.3490 -0.14
C -0.0736 0.0600 0.4294 0.03
C 1.0106 0.8043 -0.2939 -0.43
H -1.7468 -2.2053 -0.1666 0.46
H 1.8925 0.6469 0.2575 0.22
H -0.4889 0.1690 1.4923 0.21
H 0.9285 0.2444 -1.2187 0.25


<b>
9
Properties=species:S:1:pos:R:3:nbo_charge:R:1 method="wB97M-V/def2-TZVPD" gap_ev=8.17 homo_energy_ev=-8.14
Cl -0.9841 2.1019 0.6101 0.06
O 0.6067 -0.7905 -2.2606 -0.52
N 0.3746 0.9315 0.9974 -0.55
C -0.2469 -0.5780 -1.4061 0.37
C 0.1279 -0.4209 0.7518 -0.25
H 0.9495 -1.0442 1.0356 0.21
H -0.6833 -0.8174 1.2141 0.18
H -1.3639 -0.5403 -1.5535 0.13
H 1.2195 1.1578 0.6113 0.37


It is <b> that is the least stable of them.


<a>
7
Properties=species:S:1:pos:R:3:nbo_charge:R:1 method="wB97M-V/def2-TZVPD" gap_ev=9.32 charge=+1 homo_energy_ev=-16.73
P 0.1180 0.9193 1.5325 1.89
F 1.5998 0.4609 1.3098 -0.54
F 0.0696 1.9099 0.4243 -0.53
C -0.3520 -0.6272 -0.1943 -0.54
C -0.7224 -0.8333 -1.3497 0.15
H -0.0284 -1.1841 0.6670 0.30
H -0.6846 -0.6456 -2.3896 0.27


<b>
7
Properties=species:S:1:pos:R:3:nbo_charge:R:1 method="wB97M-V/def2-TZVPD" gap_ev="8.97 / 8.97" charge=+1 homo_energy_ev="-17.44 / -17.44"
P 1.1783 -0.1461 0.7773 1.70
F 1.3243 -1.1612 -0.4353 -0.53
F 1.7039 1.4655 -0.5681 -0.56
C -1.3953 -0.5263 -0.0201 0.29
C -0.6717 0.4393 0.3007 -0.61
H -1.5889 -1.5929 -0.2865 0.31
H -0.5506 1.5218 0.2319 0.40


It is <b> that is the least stable of them.